Entry from OMol25: a single C8H11BCl2 molecule (ωB97M-V with the def2-TZVPD basis set).

Geometry as XYZ:
```
22
Properties=species:S:1:pos:R:3:nbo_charge:R:1
B -0.105 -0.050 -0.367 0.44
C -0.061 -1.590 0.203 -0.40
C -1.112 -2.163 0.977 -0.27
C -2.357 -1.606 1.131 -0.13
C -2.708 -0.362 0.514 -0.32
C -1.821 0.454 -0.047 -0.13
C 1.316 1.802 0.564 -0.58
C 2.380 0.464 -1.323 -0.59
C 1.063 0.970 -0.718 -0.55
Cl -0.385 -1.477 -1.612 0.17
Cl -2.515 1.976 -0.477 -0.01
H 1.028 -1.974 0.400 0.25
H -0.779 -3.092 1.404 0.22
H -3.145 -2.113 1.737 0.22
H -3.739 -0.123 0.616 0.22
H 2.215 1.717 1.017 0.20
H 0.599 1.500 1.322 0.20
H 1.138 2.808 0.498 0.21
H 2.220 -0.310 -2.049 0.21
H 2.964 1.271 -1.877 0.21
H 3.034 0.047 -0.573 0.20
H 0.767 1.851 -1.341 0.24
```

HOMO = -8.503 eV
orbital gap = 8.42 eV
maximum force = 4.0 eV Å⁻¹
molecular weight = 188.89 g/mol

=====

Entry from OMol25: a molecular structure, C4H8O3 (ωB97M-V with the def2-TZVPD basis set).

Geometry as XYZ:
```
15
Properties=species:S:1:pos:R:3:nbo_charge:R:1
C -0.360 1.019 0.045 0.05
C 0.367 -1.052 -0.240 -0.36
C 0.732 1.444 0.983 -0.66
C -0.784 -0.877 -0.952 0.79
O 0.454 -2.928 -0.586 -1.00
O -1.593 1.125 0.687 -0.71
O -1.789 -0.881 -1.521 -0.41
H 1.009 -3.107 -1.359 0.43
H -2.309 1.060 0.041 0.48
H -0.334 1.554 -0.910 0.15
H 1.304 -0.757 -0.688 0.27
H 0.278 -1.286 0.812 0.30
H 0.598 2.491 1.274 0.23
H 0.714 0.847 1.898 0.22
H 1.714 1.348 0.517 0.22
```

HOMO = -7.548 eV
orbital gap = 7.92 eV
maximum force = 2.2 eV Å⁻¹
molecular weight = 104.10 g/mol

=====

Entry from OMol25: 4 unconnected molecules or ions with the total composition C3H15NO3 (ωB97M-V with the def2-TZVPD basis set).

Geometry as XYZ:
```
22
Properties=species:S:1:pos:R:3:nbo_charge:R:1
C 0.610 0.121 -1.623 -0.20
C 1.460 -1.073 -1.030 -0.42
C 2.040 -0.745 0.331 -0.63
N -0.432 0.556 -0.754 -0.90
H 0.295 -0.206 -2.610 0.19
H 1.439 0.898 -1.712 0.18
H 2.242 -1.360 -1.650 0.20
H 0.900 -1.976 -0.871 0.17
H 1.690 0.192 0.828 0.21
H 3.113 -0.705 0.208 0.21
H 1.848 -1.559 1.042 0.20
H -0.101 1.049 0.058 0.39
H -1.124 -0.132 -0.593 0.37
H -2.610 2.607 -0.393 0.46
H -2.073 1.404 0.197 0.48
O -2.858 2.015 0.324 -0.95
H -0.214 2.490 1.486 0.49
H -0.909 1.465 2.583 0.51
O -0.473 1.670 1.776 -0.98
H -0.802 -2.091 0.605 0.49
H -2.405 -2.542 0.729 0.49
O -1.636 -2.078 1.069 -0.98
```

HOMO = -8.949 eV
orbital gap = 9.65 eV
maximum force = 4.1 eV Å⁻¹
SMILES = CCCN.O.O.O
molecular weight = 113.16 g/mol

=====

Entry from OMol25: a molecular structure, C18H15BN10SbScSe4 (ωB97M-V with the def2-TZVPD basis set).

Geometry as XYZ:
```
50
Properties=species:S:1:pos:R:3:nbo_charge:R:1
Sc -0.190 -0.218 0.509 0.98
C 1.753 -0.163 -3.511 -0.36
C 1.073 -0.848 -2.500 0.02
N 0.490 0.011 -1.669 -0.34
N 0.783 1.256 -2.125 -0.33
C 1.543 1.168 -3.230 -0.01
B 0.345 2.526 -1.391 0.55
N 1.127 2.664 -0.065 -0.31
C 1.813 3.731 0.376 -0.02
C 2.316 3.435 1.627 -0.37
C 1.882 2.126 1.870 -0.01
N 1.170 1.675 0.847 -0.29
N -1.150 2.448 -1.015 -0.30
C -2.170 3.174 -1.497 -0.01
C -3.296 2.881 -0.753 -0.37
C -2.852 1.944 0.185 -0.01
N -1.562 1.691 0.017 -0.29
H 2.322 -0.601 -4.312 0.23
H 1.004 -1.916 -2.351 0.27
H 1.888 2.062 -3.726 0.20
H 0.550 3.489 -2.078 -0.05
H 1.886 4.619 -0.231 0.21
H 2.918 4.053 2.268 0.22
H 2.067 1.502 2.730 0.23
H -2.026 3.834 -2.336 0.21
H -4.290 3.281 -0.862 0.22
H -3.409 1.448 0.964 0.21
Se 2.134 -5.024 -2.349 -0.96
Sb 1.219 -4.774 -0.080 0.73
Se 2.004 -1.386 1.035 -0.35
Se 0.153 -2.549 0.320 -0.21
Se -1.001 -5.811 -0.284 -1.02
N -2.295 -1.056 -0.210 -0.37
C -3.092 -1.751 0.233 0.43
C -4.012 -2.623 0.875 -0.15
C -5.136 -2.095 1.516 -0.17
C -5.999 -2.942 2.184 -0.24
C -5.739 -4.309 2.216 -0.19
C -4.617 -4.825 1.584 -0.21
C -3.743 -3.993 0.905 -0.15
H -5.315 -1.027 1.493 0.21
H -6.866 -2.535 2.687 0.21
H -6.412 -4.969 2.749 0.20
H -4.394 -5.884 1.621 0.23
H -2.844 -4.395 0.431 0.30
N -1.190 0.030 7.092 -0.51
C -0.907 0.225 5.981 0.46
N -0.541 0.542 4.776 -0.69
C -0.746 0.102 3.614 0.67
N -0.896 -0.227 2.497 -0.66
```

HOMO = -0.833 eV
orbital gap = 4.76 eV
maximum force = 2.8 eV Å⁻¹
charge = -2
molecular weight = 864.76 g/mol

=====

Entry from OMol25: a single C13H8N2OS molecule (ωB97M-V with the def2-TZVPD basis set).

Geometry as XYZ:
```
25
Properties=species:S:1:pos:R:3:nbo_charge:R:1
O 0.934 5.686 -2.609 -0.49
C -0.074 4.932 -2.693 0.88
N -1.120 4.117 -2.603 -0.56
C -0.588 2.956 -1.794 0.13
C -0.083 3.334 -0.331 -0.25
C 0.539 2.259 0.626 -0.20
C 0.648 0.767 0.073 0.13
C 0.097 0.403 -1.380 -0.17
C -0.536 1.480 -2.354 -0.24
S 0.299 -1.403 -1.860 0.27
C 0.003 -2.264 -0.217 -0.19
C -0.727 -3.642 -0.068 -0.23
C -0.900 -4.212 1.386 -0.22
C -0.409 -3.475 2.677 -0.23
C 0.343 -2.103 2.528 -0.21
C 0.547 -1.504 1.064 0.14
N 1.285 -0.214 0.993 -0.67
H -0.136 4.417 0.043 0.24
H 0.899 2.556 1.686 0.25
H -0.923 1.189 -3.390 0.26
H -1.094 -4.213 -1.004 0.25
H -1.418 -5.228 1.492 0.23
H -0.547 -3.874 3.747 0.24
H 0.761 -1.512 3.418 0.24
H 2.203 -0.450 0.570 0.39
```

HOMO = -8.311 eV
orbital gap = 8.16 eV
maximum force = 8.2 eV Å⁻¹
SMILES = O=C=Nc1ccc2c(c1)Sc1ccccc1N2
molecular weight = 240.29 g/mol

=====

Entry from OMol25: a gas-phase ion, C3H6Br2NS (charge +1) (ωB97M-V with the def2-TZVPD basis set).

Geometry as XYZ:
```
13
Properties=species:S:1:pos:R:3:nbo_charge:R:1
C 0.356 0.454 -1.385 -0.61
C 1.101 0.048 -0.056 -0.09
C -1.367 0.207 0.521 -0.26
N -0.007 0.002 1.090 -0.66
S -1.165 1.325 -0.862 0.38
Br 1.990 -1.745 -0.145 0.12
Br -1.867 -1.744 -0.047 0.02
H 1.044 1.000 -2.107 0.30
H 0.086 -0.465 -1.921 0.27
H 1.871 0.718 0.443 0.27
H -2.150 0.591 1.249 0.29
H 0.096 -1.025 1.231 0.49
H 0.013 0.635 1.989 0.48
```

HOMO = -14.019 eV
orbital gap = 9.80 eV
maximum force = 2.8 eV Å⁻¹
charge = +1
SMILES = Br[C@H]1CS[C@@H](Br)[NH2+]1
molecular weight = 247.96 g/mol

=====

Entry from OMol25: 2 unconnected molecules or ions with the total composition C2H6O3 (ωB97M-V with the def2-TZVPD basis set).

Geometry as XYZ:
```
11
Properties=species:S:1:pos:R:3:nbo_charge:R:1
C 1.573 -0.653 -0.721 -0.26
O 1.303 0.723 -0.417 -0.76
H 0.697 -1.317 -0.987 0.19
H 2.394 -0.728 -1.540 0.17
H 1.998 -1.084 0.186 0.17
H 1.991 1.338 -0.950 0.49
O -2.172 0.582 2.255 -0.59
C -2.309 0.211 1.077 0.64
O -1.538 0.559 0.039 -0.68
H -3.274 -0.398 0.731 0.11
H -0.663 0.768 0.329 0.51
```

HOMO = -10.520 eV
orbital gap = 11.04 eV
maximum force = 4.0 eV Å⁻¹
SMILES = O=CO.CO
molecular weight = 78.07 g/mol

=====

Entry from OMol25: a gas-phase ion, C20H19F4N2 (charge +1) (ωB97M-V with the def2-TZVPD basis set).

Geometry as XYZ:
```
45
Properties=species:S:1:pos:R:3:nbo_charge:R:1
F 3.033 0.142 0.314 -0.32
F -3.142 -0.114 4.012 -0.32
F -4.271 -1.862 3.471 -0.30
F -2.180 -2.118 4.198 -0.32
C 0.226 0.361 -1.348 0.55
C 3.033 0.143 3.954 -0.17
C 2.018 1.084 4.209 -0.21
C 3.339 -0.162 2.626 -0.27
C -2.311 -1.855 -0.297 -0.23
C -2.884 -1.987 0.980 -0.15
C -1.463 -0.229 1.791 -0.17
C 1.279 1.638 3.158 -0.19
C 2.649 0.421 1.566 0.40
C -0.894 -0.091 0.522 0.10
C -1.351 -0.880 -0.523 0.18
C -2.480 -1.188 2.045 -0.12
C 1.562 1.296 1.842 -0.14
N 0.045 0.766 -0.017 -0.31
N -0.645 -0.586 -1.664 -0.32
C -3.031 -1.331 3.431 0.98
C 0.720 1.840 0.710 -0.24
C 1.159 1.095 -2.281 -0.49
C -0.999 -1.159 -3.000 -0.21
C 1.475 0.351 -3.605 -0.39
C -1.103 -0.075 -4.068 -0.42
C 0.282 0.372 -4.587 -0.41
H 3.607 -0.282 4.785 0.24
H 1.757 1.329 5.232 0.23
H 4.162 -0.793 2.324 0.24
H -2.651 -2.503 -1.055 0.23
H -3.642 -2.764 1.133 0.25
H -1.162 0.491 2.584 0.25
H 0.452 2.344 3.341 0.22
H 1.376 2.394 0.074 0.24
H -0.020 2.559 1.071 0.24
H 2.083 1.328 -1.775 0.26
H 0.749 2.080 -2.523 0.25
H -1.975 -1.595 -2.887 0.23
H -0.284 -1.961 -3.317 0.23
H 2.356 0.750 -4.056 0.24
H 1.713 -0.665 -3.381 0.20
H -1.698 -0.439 -4.915 0.25
H -1.667 0.768 -3.610 0.21
H 0.541 -0.290 -5.405 0.22
H 0.237 1.378 -5.056 0.22
```

HOMO = -12.194 eV
orbital gap = 8.87 eV
maximum force = 2.7 eV Å⁻¹
charge = +1
SMILES = Fc1ccccc1Cn1c2[n+](c3ccc(C(F)(F)F)cc31)CCCCC2
molecular weight = 363.38 g/mol